[1]
Formula: C4H8S2
Source: the Open Molecules 2025 dataset
Level of theory: ωB97M-V with the def2-TZVPD basis set

The LUMO energy comes out at 0.82 eV. The SMILES is CC1[C@H](S)[C@H]1S. For the HOMO energy, the calculation gives -8.76 eV.

Positions of all 14 atoms, in Å:
C: -1.730 -0.056 -0.408
C: -0.427 -0.707 -0.115
C: 0.846 0.096 -0.385
S: 2.329 -0.666 -1.091
C: 0.424 -0.267 1.037
S: 0.037 1.068 2.182
H: -2.037 -0.394 -1.445
H: -1.590 1.015 -0.247
H: -2.485 -0.461 0.260
H: -0.333 -1.754 -0.401
H: 0.635 1.179 -0.639
H: 2.448 -0.139 -2.278
H: 0.962 -0.970 1.669
H: 0.920 2.055 1.860

***

[2]
Formula: C6H16INOP
Source: the Open Molecules 2025 dataset
Level of theory: ωB97M-V with the def2-TZVPD basis set

As for the charge: +1. The LUMO energy comes out at -3.69 eV. For the HOMO energy, the calculation gives -13.45 eV.

Positions of all 26 atoms, in Å:
C: -0.784 2.948 0.200
C: -2.658 -0.125 0.718
C: 2.358 -2.221 0.203
C: -0.887 2.049 -1.103
C: -1.151 -0.246 0.891
C: 2.949 -1.050 -0.644
N: 0.920 -2.117 0.184
O: -0.436 -0.594 -1.768
P: -0.484 0.378 -0.697
I: 2.029 0.732 0.160
H: -0.986 3.928 -0.074
H: -1.531 2.811 0.874
H: 0.278 2.879 0.657
H: -3.256 -0.637 1.386
H: -3.036 0.974 0.809
H: -2.769 -0.373 -0.276
H: 2.778 -3.132 -0.131
H: 2.904 -2.131 1.119
H: -0.308 2.475 -1.975
H: -1.970 1.853 -1.270
H: -0.967 -1.308 1.048
H: -0.922 0.122 1.888
H: 4.030 -1.056 -0.561
H: 2.799 -0.989 -1.821
H: 0.357 -2.567 0.919
H: 0.741 -2.601 -0.737

***

[3]
Formula: C4H11IN
Source: the Open Molecules 2025 dataset
Level of theory: ωB97M-V with the def2-TZVPD basis set

As for the charge: +1. The LUMO energy comes out at -3.85 eV. The SMILES is CC[C@](C)([NH3+])I. For the HOMO energy, the calculation gives -13.87 eV.

Positions of all 17 atoms, in Å:
C: -0.175 -1.957 -0.092
C: -0.333 -0.658 -0.852
C: 0.327 0.387 -0.006
C: -0.224 0.695 1.476
N: 0.166 1.674 -0.889
I: 2.455 -0.065 0.110
H: 0.825 -2.137 0.453
H: -0.263 -2.712 -0.775
H: -0.982 -2.113 0.639
H: -1.413 -0.360 -0.987
H: 0.244 -0.864 -1.828
H: 0.427 1.220 2.125
H: -1.236 1.154 1.796
H: -0.274 -0.250 1.918
H: -0.603 2.144 -0.458
H: 1.054 2.304 -0.733
H: 0.008 1.538 -1.896

***

[4]
Formula: C15H31ClMgO4P2
Source: the Open Molecules 2025 dataset
Level of theory: ωB97M-V with the def2-TZVPD basis set

The LUMO energy (spin up / spin down) comes out at -0.11 / 0.14 eV. For the HOMO energy (spin up / spin down), the calculation gives -6.62 / -4.73 eV.

Positions of all 54 atoms, in Å:
P: -0.209 -1.413 -2.444
P: 0.321 1.732 -2.294
C: -0.345 -0.440 -4.031
C: 0.386 0.912 -3.973
H: -1.419 -0.299 -4.231
H: 0.070 -1.074 -4.828
H: 1.450 0.794 -4.226
H: -0.056 1.628 -4.681
C: -1.375 2.423 -2.451
H: -1.565 3.101 -1.611
H: -2.132 1.628 -2.435
H: -1.446 2.972 -3.398
C: 1.278 3.267 -2.561
H: 0.877 3.822 -3.419
H: 2.335 3.026 -2.731
H: 1.201 3.885 -1.656
C: -1.145 -2.948 -2.780
H: -0.998 -3.624 -1.929
H: -0.795 -3.436 -3.697
H: -2.214 -2.723 -2.860
C: 1.496 -2.042 -2.730
H: 2.230 -1.227 -2.674
H: 1.542 -2.515 -3.720
H: 1.738 -2.781 -1.956
Mg: 0.405 0.132 2.912
C: 0.565 1.858 1.210
C: -0.771 1.618 1.128
C: -1.489 0.691 0.203
C: -1.907 -0.733 0.661
C: -0.802 -1.637 1.043
C: 0.533 -1.343 1.084
C: 1.263 -0.381 0.149
C: 1.673 1.027 0.619
C: -0.108 -1.933 5.017
H: 0.894 2.812 1.642
H: -1.427 2.308 1.670
H: -0.918 0.552 -0.738
H: -2.411 1.199 -0.137
H: -2.641 -0.629 1.479
H: -2.465 -1.173 -0.193
H: -1.129 -2.610 1.416
H: 1.186 -2.122 1.519
H: 0.640 -0.218 -0.751
H: 2.172 -0.884 -0.237
H: 2.535 0.962 1.316
H: 2.074 1.542 -0.273
H: -0.020 -1.387 6.570
H: 0.790 -2.555 5.101
H: -1.103 -2.360 5.188
O: 0.198 -1.099 7.523
Cl: 0.353 0.598 7.438
O: -0.853 1.063 8.086
O: 1.540 0.827 8.227
O: -0.003 -0.792 4.441

***

Calculated total energy (eV), listed in the same order as above: -25946.8167 -27400.3634 -13909.2740 -60781.9894
Calculated strongest force on any atom (eV Å⁻¹), listed in the same order as above: 1.724 4.423 3.624 1.868